(1)
Molecular formula: C15H35N5O5
Method: DFT, ωB97M-V/def2-TZVPD

XYZ file:
```
60
C15H35N5O5 | OMol25 | ωB97M-V/def2-TZVPD
C -13.55 -26.83 -38.95
O -13.19 -26.29 -39.98
N -14.81 -27.02 -38.61
C -15.22 -27.38 -37.27
C -16.00 -26.70 -39.38
H -12.80 -27.28 -38.27
H -14.72 -28.30 -36.96
H -16.25 -27.73 -37.19
H -15.15 -26.67 -36.45
H -15.81 -26.77 -40.45
H -16.69 -27.51 -39.18
H -16.28 -25.67 -39.14
C -10.56 -21.87 -32.27
O -10.64 -20.76 -31.67
N -10.05 -21.98 -33.51
C -9.99 -23.16 -34.24
C -9.62 -20.86 -34.40
H -10.74 -22.84 -31.80
H -8.97 -23.53 -34.40
H -10.64 -23.10 -35.11
H -10.53 -23.92 -33.67
H -9.68 -19.98 -33.76
H -8.61 -20.87 -34.83
H -10.41 -20.65 -35.13
C -8.28 -10.66 -33.49
O -9.36 -10.57 -32.97
N -7.53 -11.78 -33.47
C -6.26 -11.74 -34.25
C -7.99 -13.09 -33.33
H -7.82 -9.77 -33.94
H -5.64 -12.63 -34.15
H -5.73 -10.83 -33.96
H -6.46 -11.70 -35.32
H -8.14 -13.36 -34.38
H -7.42 -13.88 -32.86
H -8.92 -13.22 -32.78
C -10.59 -18.17 -24.18
O -11.28 -18.00 -23.15
N -9.41 -17.62 -24.42
C -8.75 -16.60 -23.62
C -8.54 -18.09 -25.51
H -10.89 -18.77 -25.04
H -9.09 -16.55 -22.58
H -8.98 -15.60 -23.98
H -7.68 -16.78 -23.58
H -8.87 -18.94 -26.11
H -8.34 -17.44 -26.36
H -7.51 -18.28 -25.21
C -4.80 -29.52 -32.22
O -5.27 -30.37 -31.40
N -5.29 -28.25 -32.27
C -4.57 -27.28 -33.11
C -6.22 -27.76 -31.40
H -4.13 -29.67 -33.09
H -5.19 -26.45 -33.44
H -4.29 -27.92 -33.94
H -3.75 -27.00 -32.45
H -6.86 -28.42 -30.82
H -5.92 -27.09 -30.60
H -6.84 -27.16 -32.06
```

The value obtained for the orbital gap is 9.5199 eV. The value obtained for the LUMO energy is 0.006 hartree.

***

(2)
Molecular formula: C10H24GaO7
Method: DFT, ωB97M-V/def2-TZVPD

XYZ file:
```
42
C10H24GaO7 | OMol25 | ωB97M-V/def2-TZVPD
C -2.01 -2.63 0.03
C -2.81 -1.78 -0.96
C -3.33 -0.46 -0.38
O -4.55 -0.03 -0.91
C -5.72 -0.78 -0.45
Ga -6.57 -2.21 -1.65
H -2.44 -2.56 1.03
H -2.01 -3.69 -0.25
H -0.96 -2.34 0.11
H -2.21 -1.59 -1.85
H -3.69 -2.33 -1.30
H -2.63 0.37 -0.56
H -3.42 -0.57 0.72
H -6.47 0.01 -0.26
H -5.47 -1.18 0.54
H -5.46 -3.22 -2.27
H -7.39 -1.49 -2.84
H -7.59 -3.04 -0.69
C 0.36 0.22 0.41
O 0.36 -0.17 1.80
C 1.55 -0.22 2.37
O 2.60 0.02 1.83
O 1.40 -0.58 3.64
C 2.63 -0.68 4.37
H -0.67 0.19 0.10
H 0.78 1.22 0.30
H 0.96 -0.48 -0.17
H 3.14 0.28 4.39
H 3.28 -1.42 3.92
H 2.34 -0.98 5.37
C 4.75 0.51 -0.56
O 5.45 1.62 -1.14
C 4.68 2.67 -1.42
O 3.50 2.75 -1.23
O 5.46 3.65 -1.89
C 4.75 4.86 -2.20
H 5.50 -0.26 -0.43
H 4.29 0.78 0.39
H 3.96 0.17 -1.24
H 4.26 5.25 -1.32
H 4.00 4.67 -2.97
H 5.50 5.55 -2.57
```

The value obtained for the orbital gap is 6.2377 eV. The charge is -1. The value obtained for the LUMO energy is 0.078 hartree.